DFT (ωB97M-V/def2-TZVPD) results for a structure of composition C5H10O.

CARTESIAN COORDINATES (ANGSTROEM)
1 H 1.7713 1.8903 0.3012
2 H -0.4076 -2.3394 1.0562
3 C -0.6463 -0.1845 0.5820
4 H 2.5115 0.6517 -0.7296
5 C -1.4670 0.5947 -0.4345
6 H -1.0023 -2.0676 -0.6149
7 O 0.9398 -1.3548 -0.2273
8 C 1.5604 1.0243 -0.3355
9 H -1.4074 1.6760 -0.2636
10 H 1.3784 -0.1812 1.4361
11 H -1.0323 -0.0246 1.5948
12 C 0.8940 -0.0846 0.4511
13 C -0.3965 -1.6505 0.1990
14 H -1.1271 0.3922 -1.4570
15 H -2.5217 0.3035 -0.3738
16 H 0.9528 1.3544 -1.1843

Energy in a.u.: -271.712653
HOMO-LUMO gap in eV: 10.66
LUMO energy in eV: 1.1109
Energy relative to the best compared isomer or geometry (same formula, charge and spin) in kJ/mol: 104.9

These are the Mulliken partial charges, in e, on atoms 1 to 8:
1 H 0.33
2 H 0.24
3 C 0.38
4 H 0.34
5 C -1.63
6 H 0.29
7 O -0.46
8 C -1.34

DFT (ωB97M-V/def2-TZVPD) results for a structure of composition C17H17F2NO4 in a non-equilibrium geometry.

CARTESIAN COORDINATES (ANGSTROEM)
1 H -6.1894 1.2135 3.0357
2 F 0.7913 -2.2488 -4.3897
3 H -0.9164 3.8683 1.5495
4 O 3.9379 -1.3549 -1.5291
5 H -1.1027 1.6730 0.0449
6 H -1.1286 -1.4844 3.1752
7 C -4.0357 0.9677 2.8380
8 H 4.8294 0.2606 -1.0729
9 C -2.4933 2.4572 2.0366
10 H -5.6424 3.9016 2.1172
11 H -3.4594 4.2605 1.6414
12 C -1.0741 2.8140 1.8891
13 H -1.0753 -0.3481 -0.4190
14 C -4.6929 2.8769 2.4018
15 C 1.7081 -1.7820 -1.6287
16 H -0.3939 2.6672 2.7616
17 C -0.0536 -0.4978 -0.6415
18 H 5.8708 -1.3268 -1.2069
19 C -2.0472 -1.1282 3.1450
20 C -5.0491 1.6847 2.7296
21 C 0.6028 1.1604 0.9365
22 C 0.3509 -1.6978 -1.4535
23 C 2.1079 -0.0775 -0.2225
24 F 2.5516 -1.3524 -4.3280
25 H -0.5584 -2.1454 -2.0981
26 C 2.0950 -2.3763 -3.8694
27 C -2.8435 1.1552 2.5705
28 H -4.4339 -0.2711 3.0866
29 O 1.4320 1.4954 2.1380
30 H -2.4481 -1.2613 3.9869
31 C 4.9595 -0.9339 -0.8608
32 H 4.8180 -0.7374 0.0313
33 H 2.9731 0.3094 0.3746
34 C 2.6949 -1.1611 -1.0671
35 C 0.8358 0.0678 0.0544
36 H -2.6749 -1.7038 2.5740
37 C -3.5265 3.4272 1.9251
38 O -1.9578 0.2874 2.6436
39 H 2.3531 -3.3055 -4.5179
40 O 1.9103 -2.7745 -2.6662
41 N -0.6052 1.7828 0.7145

Energy in a.u.: -1212.842983
HOMO-LUMO gap in eV: 8.87
LUMO energy in eV: 0.3724

These are the Mulliken partial charges, in e, on atoms 1 to 8:
1 H 0.21
2 F -0.37
3 H 0.35
4 O -0.38
5 H 0.11
6 H 0.41
7 C 1.07
8 H 0.38

DFT (ωB97M-V/def2-TZVPD) results for a structure of composition C45H53As2LuN4O10P2S4Se in a non-equilibrium geometry.

CARTESIAN COORDINATES (ANGSTROEM)
1 C -3.3108 4.6297 -1.6346
2 C -3.6152 -1.7993 -2.2722
3 C -2.6584 -3.1694 4.7791
4 H -3.2325 6.5845 1.3465
5 N 2.8572 -0.9375 -0.5171
6 C -2.6657 -2.6992 3.4781
7 H -2.3529 6.4438 2.9790
8 H -3.7690 -5.4167 -0.5303
9 C -2.4083 0.3194 -3.4138
10 H 3.9776 -2.9317 2.6729
11 O 1.7160 3.8946 0.6488
12 O -0.6294 0.2071 1.6344
13 C -0.8709 6.7515 -3.2321
14 H -1.3686 -3.8709 6.3709
15 H -3.6406 -2.2175 -1.2303
16 C 3.1011 -7.3397 0.4334
17 H 3.7790 3.5440 0.9481
18 C -0.2053 -3.1304 4.7721
19 H 0.7652 -3.0585 5.3146
20 H -4.3441 -0.0262 -1.4315
21 H -3.8193 -2.4837 -3.0809
22 C -0.5237 3.6489 4.3994
23 S -1.9069 -1.2704 -2.6533
24 H 5.2308 -7.7528 0.0199
25 Se 2.3635 1.6085 -4.7394
26 H 2.6853 -1.9081 -0.3215
27 H 5.3561 -6.1305 -1.7747
28 As -0.7041 6.5001 1.0732
29 H 1.0310 -6.5683 0.5547
30 H -1.0268 2.6798 4.3475
31 C -0.4499 -5.2605 -1.1170
32 N 5.1560 0.3195 -2.9473
33 C -1.2862 3.7808 2.1525
34 O -1.7401 2.6253 2.1730
35 H 6.1019 0.6907 -2.9123
36 H 3.7703 -4.2238 -1.8108
37 H 0.1296 7.7701 -5.4330
38 C -0.4184 8.4458 -4.7938
39 H -3.3886 -7.8397 -1.3314
40 N 3.5473 -0.8031 -1.7154
41 C 3.5552 -5.1494 -1.2859
42 C -1.3534 -7.4718 -1.6129
43 S 1.8876 -0.9575 2.5339
44 O -0.9642 4.5036 3.3132
45 C -4.4811 -0.5846 -2.3592
46 C 1.5343 0.9808 -3.3127
47 H 3.3322 3.8424 -0.6938
48 H -5.5186 -0.7348 -2.4222
49 C -1.1231 4.5812 0.9353
50 C 0.6707 3.1997 0.0986
51 C 2.6131 -6.3040 3.8639
52 H -0.1451 -0.1369 2.3876
53 C -2.7667 -5.8021 -0.6799
54 H 4.4881 0.8286 -3.5657
55 C -2.3308 10.6460 -0.4503
56 H -2.0381 1.0805 -2.7465
57 C -2.1059 8.3707 -0.9090
58 As -1.3460 4.4230 -1.9153
59 H 2.8935 -8.1295 1.1271
60 C -3.9327 0.3298 -3.4766
61 C 4.4869 -4.9641 3.4105
62 O 0.8266 1.9673 -0.1048
63 C 4.3556 -7.1597 -0.1679
64 C -0.3075 -6.5129 -1.6754
65 S 5.5218 0.2097 -0.2237
66 H -1.1820 -8.4815 -1.8978
67 H 4.5739 -7.1903 3.7473
68 H -3.6008 -3.2707 5.3121
69 H -1.9324 0.3500 -4.3618
70 C 3.6084 -3.9194 2.9349
71 H -3.6304 5.2498 -2.4450
72 H -1.4505 8.5239 -5.0969
73 C 2.2361 -4.1075 2.8870
74 H -1.4213 -2.1159 1.7838
75 C 1.7142 -5.3146 3.4416
76 C 4.7549 -0.1094 -1.7090
77 H -3.5921 -2.4896 2.9736
78 O -1.1862 5.9677 -4.1535
79 H -0.7973 4.1859 5.3245
80 O -1.3567 -0.7835 -1.2173
81 C -1.0219 6.3137 -1.7814
82 H 0.5846 3.5396 4.3664
83 H -2.4199 8.0075 2.1746
84 C 2.2799 -5.3126 -0.6469
85 H 2.9000 2.2360 0.2008
86 O -0.3480 8.0095 -3.4002
87 C 3.0075 3.3279 0.2279
88 C 0.6828 -3.0185 0.5628
89 C 3.9971 -6.2197 3.6878
90 H 0.5801 -6.6364 -2.2986
91 H -1.9213 -3.8951 -0.2613
92 N 1.0371 0.4582 -2.3708
93 H -1.6937 11.3780 0.0894
94 C -0.2129 -2.7992 3.3786
95 C -1.2621 7.1074 -0.6762
96 H -3.5512 5.1361 -0.6849
97 H 3.5254 -0.6001 0.2002
98 H 5.5679 -4.7609 3.4855
99 C 4.4966 -6.1702 -1.1507
100 H 3.2128 -1.3248 -2.5374
101 C 2.0661 -6.4218 0.1774
102 P 0.9371 -4.0497 -0.8336
103 H -3.7884 3.6243 -1.6264
104 C -0.5180 4.0351 -0.1854
105 H -4.2134 -0.0743 -4.4720
106 P 1.1543 -2.8679 2.2521
107 O -1.7023 9.4009 -0.1368
108 H -2.2937 10.7830 -1.5372
109 H -4.3391 1.3534 -3.4294
110 C -2.4085 6.9161 1.9785
111 H 0.1183 9.3904 -4.8309
112 C -1.7235 -4.8671 -0.6544
113 H -3.3611 10.6517 -0.1212
114 H 2.2546 -7.2483 4.3856
115 C -2.5820 -7.1027 -1.1800
116 C -1.4718 -2.6174 2.7461
117 H 0.6340 -5.4411 3.4487
118 S 1.2283 -3.0934 -2.5962
119 C -1.4181 -3.3998 5.3869
120 H -1.2752 0.8951 1.9722
121 O -2.9899 8.5047 -1.7448
122 Lu 0.5286 -0.3046 -0.3620

Energy in a.u.: -13101.868581
HOMO-LUMO gap (alpha / beta) in eV: 3.80 / 3.80
LUMO energy (alpha / beta) in eV: -2.3934 / -2.3939
Energy relative to the best compared isomer or geometry (same formula, charge and spin) in kJ/mol: 0.0

These are the Mulliken partial charges, in e, on atoms 1 to 8:
1 C -0.97
2 C -0.65
3 C -0.51
4 H 0.32
5 N 0.13
6 C -1.07
7 H 0.38
8 H 0.34